1.
The following is a DFT calculation (ωB97M-V/def2-TZVPD) of 21 unconnected molecules or ions with the total composition C21H84N42O21.

Results
charge: 0

Positions of all 168 atoms, in Å:
C (-22.760, -1.399, 6.345)
O (-22.246, -2.225, 6.943)
N (-22.194, -0.925, 5.257)
N (-23.896, -0.911, 6.680)
H (-22.606, -0.090, 4.865)
H (-21.428, -1.433, 4.838)
H (-24.235, -1.317, 7.540)
H (-24.322, -0.190, 6.115)
C (-18.262, -6.292, 9.400)
O (-17.742, -7.121, 10.143)
N (-19.425, -5.935, 9.429)
N (-17.803, -6.048, 8.215)
H (-20.023, -6.593, 9.907)
H (-19.920, -5.237, 8.893)
H (-18.416, -5.532, 7.600)
H (-16.832, -6.236, 8.009)
C (-22.497, 1.629, 13.644)
O (-22.120, 0.501, 13.417)
N (-23.743, 2.046, 13.790)
N (-21.738, 2.678, 13.628)
H (-23.929, 3.031, 13.912)
H (-24.450, 1.368, 13.543)
H (-20.778, 2.367, 13.571)
H (-21.988, 3.384, 14.306)
C (-18.736, 1.230, 10.127)
O (-18.234, 1.451, 9.060)
N (-18.245, 1.740, 11.332)
N (-19.819, 0.546, 10.224)
H (-18.702, 1.467, 12.191)
H (-17.329, 2.165, 11.348)
H (-19.966, -0.055, 11.021)
H (-20.043, 0.102, 9.345)
C (-23.259, 0.788, 18.255)
O (-23.898, 1.054, 19.248)
N (-22.605, 1.557, 17.551)
N (-23.187, -0.405, 17.742)
H (-22.553, 2.511, 17.879)
H (-22.452, 1.223, 16.610)
H (-23.542, -1.169, 18.299)
H (-22.395, -0.476, 17.119)
C (-24.967, -4.210, 14.073)
O (-24.009, -3.442, 14.061)
N (-25.747, -4.356, 13.079)
N (-25.436, -5.098, 14.893)
H (-26.224, -5.238, 12.957)
H (-25.588, -3.639, 12.386)
H (-25.168, -5.321, 15.841)
H (-26.118, -5.700, 14.454)
C (-20.184, -2.885, 12.091)
O (-20.868, -2.216, 11.358)
N (-20.536, -3.401, 13.239)
N (-18.922, -3.211, 11.955)
H (-21.499, -3.232, 13.491)
H (-19.959, -3.887, 13.911)
H (-18.646, -4.010, 12.508)
H (-18.419, -3.038, 11.096)
C (-22.250, -4.992, 17.472)
O (-23.420, -5.317, 17.571)
N (-21.235, -5.509, 18.203)
N (-21.901, -3.957, 16.838)
H (-20.283, -5.312, 17.929)
H (-21.434, -6.151, 18.957)
H (-22.627, -3.393, 16.419)
H (-20.969, -3.706, 17.132)
C (-21.221, -5.716, 6.181)
O (-20.233, -5.325, 6.757)
N (-22.342, -5.128, 6.083)
N (-21.229, -6.807, 5.471)
H (-23.142, -5.594, 5.679)
H (-22.538, -4.212, 6.462)
H (-20.564, -7.539, 5.677)
H (-22.055, -7.086, 4.960)
C (-28.840, 2.700, 12.903)
O (-29.578, 1.993, 12.172)
N (-29.218, 3.169, 14.026)
N (-27.640, 3.100, 12.620)
H (-28.643, 3.763, 14.606)
H (-30.105, 3.092, 14.503)
H (-27.088, 3.540, 13.343)
H (-27.248, 3.029, 11.692)
C (-27.079, -3.336, 10.189)
O (-26.608, -3.403, 9.011)
N (-27.904, -4.181, 10.771)
N (-26.800, -2.343, 10.944)
H (-28.030, -5.084, 10.336)
H (-28.314, -3.838, 11.628)
H (-26.328, -1.501, 10.648)
H (-27.171, -2.190, 11.871)
C (-24.427, 2.491, 4.694)
O (-24.037, 1.472, 5.081)
N (-25.566, 2.674, 4.145)
N (-23.876, 3.611, 4.886)
H (-26.194, 1.897, 3.999)
H (-25.644, 3.615, 3.788)
H (-24.373, 4.446, 4.611)
H (-23.164, 3.561, 5.601)
C (-23.848, -5.652, 9.411)
O (-24.030, -6.367, 8.453)
N (-24.316, -5.861, 10.608)
N (-23.230, -4.512, 9.323)
H (-24.064, -5.146, 11.275)
H (-24.477, -6.834, 10.822)
H (-23.197, -4.119, 8.393)
H (-22.599, -4.206, 10.050)
C (-30.255, -1.893, 12.220)
O (-29.262, -2.061, 12.836)
N (-31.249, -2.768, 12.164)
N (-30.440, -0.775, 11.597)
H (-31.253, -3.445, 12.914)
H (-32.122, -2.323, 11.920)
H (-29.822, 0.018, 11.495)
H (-31.358, -0.635, 11.200)
C (-19.263, 0.867, 15.666)
O (-18.921, 1.685, 14.861)
N (-20.353, 0.103, 15.574)
N (-18.720, 0.694, 16.782)
H (-20.942, 0.184, 14.757)
H (-20.679, -0.538, 16.282)
H (-19.255, 0.269, 17.527)
H (-17.999, 1.334, 17.083)
C (-22.763, 2.823, 8.350)
O (-22.408, 3.513, 7.371)
N (-22.066, 2.797, 9.565)
N (-23.702, 1.904, 8.318)
H (-21.243, 3.379, 9.622)
H (-22.315, 2.314, 10.417)
H (-23.865, 1.275, 9.092)
H (-24.255, 1.687, 7.501)
C (-26.558, -0.008, 14.806)
O (-25.826, 0.215, 13.912)
N (-27.862, 0.033, 14.706)
N (-26.148, -0.265, 16.023)
H (-28.325, -0.224, 15.566)
H (-28.280, 0.095, 13.788)
H (-26.895, -0.356, 16.696)
H (-25.363, -0.896, 15.949)
C (-28.699, -0.772, 7.814)
O (-29.195, 0.368, 7.842)
N (-27.423, -0.818, 7.989)
N (-29.171, -1.804, 7.226)
H (-26.960, 0.079, 7.956)
H (-27.010, -1.735, 8.081)
H (-28.552, -2.541, 6.920)
H (-30.179, -1.791, 7.155)
C (-27.081, 2.869, 9.233)
O (-26.222, 3.758, 9.409)
N (-28.152, 2.966, 8.527)
N (-27.130, 1.709, 9.771)
H (-28.246, 3.825, 8.004)
H (-28.545, 2.072, 8.270)
H (-26.160, 1.537, 9.995)
H (-27.794, 1.009, 9.475)
C (-24.020, -0.705, 10.404)
O (-24.957, -0.396, 9.731)
N (-22.896, -1.046, 9.950)
N (-24.068, -0.719, 11.672)
H (-22.779, -1.001, 8.948)
H (-22.126, -1.279, 10.562)
H (-23.188, -0.868, 12.146)
H (-24.863, -0.480, 12.247)
C (-18.665, -2.635, 8.389)
O (-17.689, -2.510, 9.006)
N (-18.606, -3.002, 7.171)
N (-19.941, -2.556, 8.839)
H (-17.676, -3.187, 6.824)
H (-19.437, -3.212, 6.637)
H (-20.540, -2.563, 8.026)
H (-20.236, -2.596, 9.804)

---

2.
The following is a DFT calculation (ωB97M-V/def2-TZVPD) of 21 unconnected molecules or ions with the total composition C21H84N42O21.

Results
charge: 0

Positions of all 168 atoms, in Å:
C (7.937, -6.226, 1.681)
O (8.729, -5.359, 1.611)
N (7.450, -6.973, 0.770)
N (7.436, -6.644, 2.790)
H (7.582, -6.753, -0.207)
H (6.832, -7.732, 1.019)
H (6.769, -7.402, 2.841)
H (7.853, -6.180, 3.583)
C (11.323, -7.385, 3.752)
O (10.541, -8.166, 4.164)
N (10.976, -6.534, 2.861)
N (12.450, -7.142, 4.149)
H (10.078, -6.662, 2.417)
H (11.587, -5.784, 2.570)
H (13.042, -6.731, 3.442)
H (12.731, -7.839, 4.824)
C (10.035, 4.375, 6.880)
O (11.033, 4.238, 7.619)
N (9.446, 3.505, 6.027)
N (9.597, 5.569, 6.774)
H (8.452, 3.637, 5.907)
H (9.928, 2.641, 5.828)
H (8.624, 5.650, 6.516)
H (10.125, 6.396, 7.015)
C (13.109, -3.599, 1.465)
O (12.219, -4.349, 1.943)
N (13.563, -2.650, 2.225)
N (13.492, -3.441, 0.256)
H (14.001, -1.788, 1.933)
H (13.263, -2.608, 3.188)
H (14.140, -2.674, 0.144)
H (13.103, -3.876, -0.568)
C (9.896, 0.669, -2.915)
O (8.725, 0.677, -2.556)
N (10.634, -0.358, -2.579)
N (10.646, 1.402, -3.595)
H (11.542, -0.568, -2.967)
H (10.057, -1.024, -2.085)
H (11.622, 1.151, -3.658)
H (10.280, 2.260, -3.984)
C (10.851, -3.215, 4.901)
O (10.504, -2.248, 5.498)
N (12.042, -3.697, 4.949)
N (10.136, -3.690, 3.940)
H (12.642, -3.339, 5.678)
H (12.455, -4.160, 4.152)
H (9.441, -3.020, 3.643)
H (10.644, -4.305, 3.319)
C (13.731, 0.472, 0.484)
O (14.650, -0.341, 0.248)
N (12.626, 0.491, -0.235)
N (13.628, 1.170, 1.580)
H (12.788, -0.205, -0.949)
H (11.939, 1.220, -0.107)
H (12.985, 1.917, 1.803)
H (14.389, 1.000, 2.221)
C (8.065, 2.436, -5.593)
O (9.000, 3.077, -5.271)
N (7.528, 1.425, -5.026)
N (7.577, 2.586, -6.699)
H (6.758, 0.956, -5.480)
H (8.029, 1.254, -4.165)
H (7.059, 1.764, -6.974)
H (7.690, 3.447, -7.214)
C (7.611, 0.497, 4.943)
O (7.028, 0.312, 5.992)
N (7.387, 1.572, 4.187)
N (8.308, -0.405, 4.308)
H (6.717, 2.317, 4.317)
H (7.902, 1.568, 3.318)
H (8.511, -1.207, 4.888)
H (8.778, -0.149, 3.452)
C (8.514, 3.128, 1.055)
O (7.950, 2.132, 1.576)
N (7.948, 3.816, 0.150)
N (9.715, 3.485, 1.319)
H (6.939, 3.789, 0.197)
H (8.394, 4.718, 0.058)
H (10.351, 3.026, 1.955)
H (10.024, 4.406, 1.043)
C (12.557, -8.142, -0.623)
O (12.582, -9.033, 0.245)
N (12.007, -7.004, -0.461)
N (13.038, -8.389, -1.792)
H (11.971, -6.417, -1.282)
H (11.549, -6.780, 0.411)
H (12.782, -7.754, -2.534)
H (13.594, -9.232, -1.832)
C (11.823, 0.424, 7.975)
O (12.798, -0.116, 7.499)
N (11.847, 1.065, 9.060)
N (10.614, 0.466, 7.503)
H (12.710, 1.174, 9.573)
H (11.054, 1.611, 9.364)
H (10.386, 0.081, 6.597)
H (9.886, 0.868, 8.076)
C (4.591, 2.479, 0.766)
O (5.025, 3.538, 1.053)
N (3.601, 2.207, -0.041)
N (4.962, 1.399, 1.307)
H (3.304, 1.262, 0.159)
H (3.081, 2.953, -0.480)
H (5.835, 1.362, 1.814)
H (4.611, 0.461, 1.178)
C (9.082, -4.526, -2.063)
O (9.074, -3.551, -1.379)
N (7.988, -5.186, -2.096)
N (10.173, -4.995, -2.716)
H (7.291, -4.773, -1.494)
H (7.836, -6.006, -2.665)
H (10.014, -5.891, -3.154)
H (11.121, -4.733, -2.485)
C (5.899, -1.143, -1.911)
O (4.945, -1.788, -1.542)
N (5.922, 0.135, -1.631)
N (6.917, -1.722, -2.509)
H (6.854, 0.495, -1.776)
H (5.513, 0.446, -0.761)
H (6.961, -2.728, -2.587)
H (7.725, -1.218, -2.844)
C (9.658, -1.031, 1.146)
O (10.045, -0.669, 2.209)
N (10.145, -2.127, 0.574)
N (8.738, -0.320, 0.548)
H (9.784, -2.620, -0.230)
H (10.871, -2.714, 0.959)
H (8.667, -0.297, -0.459)
H (8.236, 0.451, 0.965)
C (6.661, 5.651, 3.442)
O (6.387, 4.739, 4.300)
N (6.229, 5.625, 2.197)
N (7.107, 6.781, 3.756)
H (5.877, 4.728, 1.893)
H (6.781, 6.216, 1.592)
H (7.237, 7.504, 3.063)
H (7.518, 6.906, 4.670)
C (6.085, -2.645, 2.084)
O (5.125, -2.015, 2.425)
N (6.850, -3.474, 2.775)
N (6.459, -2.616, 0.820)
H (6.820, -3.401, 3.781)
H (7.509, -4.089, 2.319)
H (7.231, -3.141, 0.436)
H (6.070, -1.925, 0.194)
C (11.856, 1.631, 4.078)
O (11.593, 2.232, 3.035)
N (12.440, 2.244, 5.019)
N (11.909, 0.388, 4.139)
H (12.760, 1.720, 5.821)
H (12.382, 3.248, 4.923)
H (12.167, -0.049, 5.012)
H (11.259, -0.096, 3.537)
C (2.021, 1.059, 3.747)
O (1.541, 1.289, 2.580)
N (1.315, 0.799, 4.774)
N (3.282, 1.155, 4.067)
H (1.795, 0.609, 5.643)
H (0.316, 0.913, 4.682)
H (3.593, 1.300, 5.017)
H (3.902, 1.189, 3.271)
C (13.467, -4.461, -2.947)
O (12.808, -4.884, -2.031)
N (14.724, -4.649, -3.157)
N (12.896, -3.838, -3.913)
H (15.051, -5.137, -2.335)
H (15.219, -3.961, -3.706)
H (13.342, -3.349, -4.675)
H (11.944, -3.546, -3.743)

---

3.
The following is a DFT calculation (ωB97M-V/def2-TZVPD) of 21 unconnected molecules or ions with the total composition C21H84O21.

Results
charge: 0

Positions of all 126 atoms, in Å:
C (13.159, 6.681, 8.879)
O (12.379, 5.558, 8.629)
H (14.211, 6.400, 8.928)
H (13.123, 7.409, 8.069)
H (12.874, 7.228, 9.778)
H (12.712, 4.823, 9.149)
C (19.738, 7.834, 5.616)
O (18.920, 7.384, 6.694)
H (20.415, 8.621, 5.948)
H (20.456, 7.047, 5.385)
H (19.056, 8.183, 4.840)
H (18.293, 8.087, 6.879)
C (12.669, 11.694, 14.884)
O (11.407, 12.164, 14.395)
H (12.771, 10.609, 14.871)
H (13.408, 12.210, 14.272)
H (12.676, 12.129, 15.884)
H (11.334, 13.105, 14.566)
C (13.658, 6.935, 13.331)
O (12.477, 6.251, 12.938)
H (14.246, 6.316, 14.009)
H (14.296, 7.248, 12.503)
H (13.239, 7.800, 13.845)
H (11.941, 6.974, 12.605)
C (15.986, 11.131, 10.245)
O (17.112, 10.581, 9.652)
H (15.364, 10.304, 10.585)
H (16.200, 11.765, 11.106)
H (15.368, 11.612, 9.487)
H (16.882, 10.153, 8.824)
C (15.377, 15.296, 10.300)
O (15.458, 15.402, 11.653)
H (16.143, 15.834, 9.740)
H (15.357, 14.242, 10.023)
H (14.357, 15.553, 10.014)
H (16.299, 15.160, 12.047)
C (15.744, 13.435, 6.875)
O (14.977, 14.561, 7.319)
H (15.970, 12.845, 7.763)
H (15.126, 12.777, 6.264)
H (16.679, 13.482, 6.317)
H (15.579, 15.295, 7.461)
C (15.498, 11.982, 3.685)
O (16.305, 11.117, 4.489)
H (15.278, 11.501, 2.732)
H (14.586, 12.255, 4.215)
H (16.003, 12.917, 3.444)
H (17.194, 11.096, 4.127)
C (16.528, 10.937, 14.076)
O (17.142, 11.021, 15.384)
H (17.226, 11.169, 13.272)
H (16.310, 9.910, 13.781)
H (15.652, 11.556, 13.877)
H (17.767, 10.297, 15.466)
C (15.496, 11.963, 17.933)
O (15.261, 12.443, 16.572)
H (14.953, 12.618, 18.615)
H (14.991, 10.999, 17.985)
H (16.549, 12.064, 18.196)
H (15.853, 11.989, 15.968)
C (11.413, 15.037, 10.860)
O (10.354, 14.951, 9.955)
H (10.992, 14.620, 11.774)
H (12.155, 14.314, 10.522)
H (11.891, 15.993, 11.071)
H (9.557, 14.908, 10.488)
C (12.355, 11.080, 10.563)
O (12.862, 10.130, 9.625)
H (11.442, 10.698, 11.021)
H (13.134, 11.418, 11.246)
H (11.977, 11.981, 10.080)
H (12.349, 10.235, 8.821)
C (17.871, 7.106, 10.803)
O (18.738, 6.018, 10.929)
H (17.454, 7.396, 11.767)
H (18.446, 7.968, 10.465)
H (17.040, 7.017, 10.104)
H (19.291, 5.921, 10.151)
C (19.564, 11.592, 7.001)
O (20.659, 12.255, 6.461)
H (19.669, 11.066, 7.949)
H (18.861, 12.418, 7.111)
H (19.024, 10.848, 6.415)
H (21.442, 11.701, 6.473)
C (12.390, 12.341, 7.208)
O (11.266, 11.389, 7.293)
H (13.156, 12.398, 7.983)
H (12.973, 12.109, 6.317)
H (12.020, 13.332, 6.947)
H (10.578, 11.736, 7.864)
C (16.539, 4.138, 7.596)
O (16.510, 5.531, 7.797)
H (15.827, 3.672, 8.277)
H (16.093, 3.921, 6.626)
H (17.515, 3.673, 7.735)
H (17.296, 5.896, 7.386)
C (21.284, 5.230, 8.063)
O (20.019, 5.625, 8.569)
H (22.163, 5.185, 8.706)
H (21.159, 4.173, 7.828)
H (21.566, 5.708, 7.125)
H (19.705, 6.333, 8.001)
C (18.697, 13.104, 10.989)
O (18.541, 14.124, 11.890)
H (18.785, 12.169, 11.543)
H (17.769, 13.082, 10.419)
H (19.575, 13.321, 10.381)
H (19.344, 14.642, 11.795)
C (15.390, 8.866, 7.281)
O (16.352, 9.084, 6.390)
H (14.502, 8.471, 6.788)
H (15.813, 8.107, 7.939)
H (15.113, 9.740, 7.870)
H (15.993, 9.695, 5.741)
C (22.072, 8.735, 9.993)
O (22.872, 8.351, 11.115)
H (21.917, 7.879, 9.336)
H (21.053, 8.966, 10.304)
H (22.446, 9.511, 9.325)
H (23.453, 7.638, 10.839)
C (17.085, 15.454, 15.221)
O (17.370, 16.676, 15.863)
H (17.169, 15.424, 14.135)
H (17.604, 14.573, 15.600)
H (16.017, 15.298, 15.380)
H (17.553, 16.488, 16.786)

---

Here are the calculated F_max numbers, same order: 12.45; 11.32; 3.89 (eV/Å).
Here are the calculated energy above the lowest of the compared OMol25 structures with the same formula, charge and spin numbers, same order: 14.052; 14.244; 4.611 (eV).
Here are the calculated HOMO level numbers, same order: -8.443; -8.360; -9.409 (eV).